Entry 1:
Density functional theory data (the ωB97M-V functional and the def2-TZVPD basis) for a 2-piece molecular cluster, C4H12OS2 overall at a distorted geometry.

```
19
Properties=species:S:1:pos:R:3:forces:R:3
S -1.459 1.439 0.123 0.54 -2.04 0.20
S -1.249 -0.197 1.440 -1.32 0.08 -0.47
O 2.105 -1.748 2.087 1.17 -1.50 0.43
C 0.900 0.326 -0.885 -0.07 0.95 -0.32
C 1.629 1.676 -1.016 -2.23 -1.39 -0.13
C -0.607 0.460 -1.279 0.13 0.53 2.54
C -2.740 -1.211 0.933 -0.31 0.72 0.09
H -3.086 -1.750 1.795 -0.03 -0.08 0.72
H 1.513 2.294 -0.174 -0.65 0.77 1.21
H 1.275 -0.439 -1.531 0.67 -0.27 -0.85
H -0.911 1.168 -2.097 0.83 -1.55 -0.03
H -2.722 -1.973 0.150 0.93 0.37 -0.25
H 1.885 -0.890 1.809 -0.90 1.80 -0.50
H 1.143 2.120 -1.844 0.01 1.06 -0.97
H 1.117 -0.106 0.102 -0.95 0.16 -0.17
H -0.991 -0.591 -1.166 -0.37 1.36 -1.02
H -3.517 -0.487 0.668 0.16 -0.11 0.09
H 3.073 -1.720 2.031 -0.27 -0.34 0.14
H 2.642 1.630 -1.149 2.65 -0.50 -0.72
```
Forces are in eV/Å.

Results
E_tot in eV: -28059.6100
LUMO energy in Ha: 0.02232
Largest force on an atom in hartree/bohr: 0.0543
Net charge: 0
Energy above the lowest of the compared OMol25 structures with the same formula, charge and spin in kJ/mol: 121.2
SMILES: CCCSSC.O
Gap between HOMO and LUMO in eV: 9.39

---

Entry 2:
Density functional theory data (the ωB97M-V functional and the def2-TZVPD basis) for a 2-piece molecular cluster, C28H28Br2N overall at a distorted geometry.

```
59
Properties=species:S:1:pos:R:3:forces:R:3
Br 6.687 2.322 1.095 -0.34 -0.25 0.05
Br -0.158 -8.262 -3.004 0.02 0.33 0.27
N -2.766 1.802 -0.967 -0.03 -0.74 -0.19
C 0.262 3.182 3.704 -0.08 -0.15 0.11
C -0.448 2.749 2.607 0.12 -0.03 -0.24
C -1.918 1.954 0.126 0.04 0.80 -1.20
C 0.088 -6.765 -1.880 -0.09 -0.35 -0.25
C -4.807 1.689 -3.072 -0.05 0.00 -0.04
C -2.696 2.722 -2.133 0.20 -0.29 0.49
C 1.972 4.033 2.267 0.14 0.05 0.10
C 3.033 -0.596 1.323 -0.07 -0.01 0.05
C -4.776 0.642 -1.952 0.14 0.10 -0.10
C 0.665 -3.429 0.646 0.34 0.06 -0.17
C -0.852 -6.448 -0.921 -0.54 -0.16 0.25
C 1.470 3.830 3.537 0.33 0.10 0.32
C 1.265 3.603 1.167 -0.31 -0.25 -0.10
C 0.473 -4.550 -0.219 -0.03 -0.13 -0.09
C 3.144 0.492 2.204 0.04 -0.05 -0.08
C 1.220 -5.986 -2.021 0.61 0.27 -0.21
C 5.134 0.078 0.324 0.08 -0.62 -0.60
C -0.732 2.605 0.127 -0.63 -0.49 -0.29
C 1.414 -4.895 -1.207 -0.16 -0.08 0.03
C 4.061 -0.782 0.382 0.19 0.18 0.00
C -4.097 1.207 -0.700 0.41 0.26 0.07
C 0.031 2.959 1.308 0.15 -0.02 0.31
C 1.708 -2.535 0.539 -0.13 -0.17 -0.20
C -3.384 2.170 -3.388 -0.13 -0.22 0.15
C 1.920 -1.484 1.405 0.37 0.09 -0.16
C 4.223 1.346 2.135 -0.16 0.33 0.47
C -0.668 -5.361 -0.096 0.20 0.11 -0.03
C 5.215 1.144 1.195 0.22 0.37 0.14
H -5.305 1.296 -3.970 0.24 0.01 0.23
H -5.416 2.544 -2.751 0.09 -0.04 0.03
H -3.155 3.670 -1.833 -0.11 0.16 -0.06
H -3.404 2.930 -4.182 0.05 -0.03 0.36
H 1.214 -1.335 2.202 -0.25 0.16 0.30
H 2.307 -4.311 -1.321 0.22 0.04 -0.12
H 1.657 3.772 0.179 0.07 0.07 -0.27
H -1.397 2.267 2.754 -0.27 -0.06 0.09
H 2.390 -2.654 -0.281 0.15 -0.06 -0.13
H -3.975 0.423 0.057 0.05 0.09 -0.17
H -1.647 2.940 -2.350 -0.20 -0.12 0.03
H -2.800 1.334 -3.794 -0.04 0.03 0.15
H -1.729 -7.066 -0.830 -0.16 -0.03 0.09
H -2.285 1.560 1.056 -0.36 -0.25 0.17
H 4.309 2.179 2.812 -0.12 0.09 0.11
H 2.015 4.182 4.398 0.09 0.08 0.14
H -5.792 0.297 -1.714 0.24 0.21 0.10
H -1.405 -5.123 0.650 -0.21 0.02 0.19
H 4.028 -1.615 -0.295 0.10 -0.13 -0.20
H -0.324 2.923 -0.815 0.12 0.29 -0.23
H -4.232 -0.246 -2.298 0.06 0.13 0.04
H 5.919 -0.081 -0.398 0.04 -0.04 -0.08
H 2.916 4.537 2.137 0.16 0.13 -0.05
H 2.370 0.661 2.932 -0.20 0.15 0.21
H -0.134 3.027 4.694 -0.06 -0.01 0.15
H -4.721 1.981 -0.244 -0.32 0.06 -0.05
H -0.041 -3.282 1.445 -0.30 0.00 0.22
H 1.952 -6.243 -2.770 0.10 0.00 -0.06
```
Forces are in eV/Å.

Results
E_tot in eV: -171057.9834
LUMO energy in Ha: -0.21049
Largest force on an atom in hartree/bohr: 0.0280
Net charge: +1
Energy above the lowest of the compared OMol25 structures with the same formula, charge and spin in kJ/mol: 0.0
Gap between HOMO and LUMO in eV: 3.44

---

Entry 3:
Density functional theory data (the ωB97M-V functional and the def2-TZVPD basis) for C19H55N13O13Y as an isolated structure at a distorted geometry.

```
101
Properties=species:S:1:pos:R:3:forces:R:3
Y -15.930 -4.088 8.337 -1.34 0.95 1.94
O -18.736 2.155 10.100 -1.11 1.14 0.75
O -21.776 -7.018 10.857 -1.51 -0.21 0.15
O -13.670 -4.157 9.288 -0.78 0.63 0.06
O -17.526 -5.741 7.535 1.19 1.83 0.94
O -14.448 -1.232 10.852 0.72 1.26 1.19
O -16.108 -3.722 10.757 7.17 -5.51 9.98
O -15.425 -6.207 9.146 -0.17 0.50 -1.33
O -17.804 -3.854 9.752 -11.11 -6.13 -0.84
O -17.249 -3.122 6.611 3.00 -2.31 1.28
O -14.883 -2.214 7.438 0.48 -0.39 -0.86
O -16.680 -2.317 9.614 1.20 12.85 -3.67
O -18.584 -2.313 15.037 0.18 1.16 -1.35
O -13.839 -4.175 12.131 0.49 0.38 1.00
N -17.719 1.272 8.369 0.80 0.13 -4.15
N -14.536 -0.055 7.815 0.40 3.84 3.38
N -19.840 -6.388 10.116 5.66 -1.59 -2.89
N -19.214 -2.135 7.108 0.09 -0.64 1.84
N -17.812 -6.806 5.564 1.18 0.24 -3.21
N -14.731 -0.619 5.797 -0.59 -1.34 -3.88
N -18.907 -7.446 7.324 -2.21 -2.43 2.51
N -18.403 -2.033 5.111 -0.13 1.30 -3.72
N -15.864 -6.611 11.300 -2.22 2.75 3.87
N -15.151 -8.214 10.166 0.65 -1.98 -2.20
N -21.127 -4.830 10.788 -1.93 2.43 0.53
N -17.566 0.277 10.268 1.86 -4.11 2.77
N -18.888 -3.502 15.588 1.10 -3.09 2.64
C -16.528 -4.112 16.101 0.77 0.93 0.34
C -17.785 -4.497 15.329 -0.07 -0.79 0.92
C -18.180 -5.825 16.048 -1.53 -0.56 -1.21
C -20.266 -3.891 15.375 -0.11 -0.49 -0.56
C -20.709 -3.963 13.867 0.13 -0.78 0.64
C -18.079 1.261 9.623 -1.32 2.63 1.36
C -21.172 -2.997 16.147 -1.25 1.87 1.03
C -17.116 -3.124 10.452 3.04 -2.48 -7.20
C -14.696 -1.044 7.037 -0.78 -2.55 0.65
C -14.804 -0.641 12.146 -0.27 -0.97 -0.93
C -18.212 -2.479 6.311 -2.14 1.19 0.26
C -17.507 -4.780 13.825 -0.42 0.23 1.10
C -15.531 -6.944 10.128 1.69 -1.19 -1.03
C -19.556 -6.288 15.610 0.27 -1.14 0.81
C -13.907 -3.950 13.548 0.22 -0.44 0.15
C -21.012 -6.128 10.546 -2.14 -0.77 2.16
C -18.046 -6.602 6.856 0.55 -0.18 -1.64
C -12.420 -4.675 8.950 1.33 -0.29 -0.33
C -20.514 -5.253 16.022 -0.90 0.63 -1.58
H -14.304 -2.993 13.887 -0.05 0.24 -0.55
H -13.567 -3.754 10.153 -0.34 0.31 0.63
H -14.679 -3.863 11.788 -0.62 0.13 -0.34
H -20.062 -3.417 13.181 -0.41 0.51 -0.05
H -17.659 -2.083 4.429 -0.47 0.09 0.00
H -20.667 -4.986 13.493 0.24 -0.18 0.14
H -18.975 -7.509 8.329 -0.19 0.11 -0.50
H -17.627 0.123 11.264 -0.50 0.57 -0.33
H -17.095 -0.467 9.773 0.00 -0.24 0.18
H -19.329 -8.203 6.805 0.18 0.35 -0.04
H -20.905 -2.801 17.185 0.75 -0.52 0.08
H -22.160 -3.442 16.265 -0.16 -0.07 -0.48
H -14.360 0.267 5.482 -0.13 -0.36 0.11
H -14.620 -0.102 8.820 0.28 -0.34 0.30
H -17.080 -3.925 13.300 0.06 0.03 0.01
H -15.128 -1.269 5.134 0.47 0.31 -0.23
H -15.225 -1.739 10.606 -0.40 -0.31 -0.52
H -18.998 -2.437 8.048 -0.85 0.43 0.63
H -14.555 -4.695 14.009 0.13 -0.22 0.05
H -17.268 0.451 7.992 -0.17 0.49 -0.44
H -11.633 -4.385 9.646 -0.26 0.18 0.30
H -18.457 -5.066 13.373 0.29 -0.22 -0.34
H -15.692 -4.798 15.968 -0.25 -0.45 -0.29
H -16.105 -5.640 11.441 -0.30 0.28 0.53
H -14.969 -1.449 12.858 -0.01 0.06 0.11
H -20.561 -5.078 17.097 -0.20 -0.52 -0.01
H -18.066 2.047 7.822 0.15 -0.46 -0.18
H -19.700 -6.647 14.591 0.35 0.52 -0.37
H -18.718 -2.600 14.131 0.30 1.43 -1.17
H -16.717 -4.116 17.175 -0.26 0.03 -0.03
H -21.771 -3.728 13.796 0.16 0.62 -0.21
H -19.854 -7.172 16.173 0.33 -0.32 0.23
H -15.929 -7.333 12.003 -0.20 0.90 0.17
H -18.365 -5.662 17.110 0.85 0.17 0.12
H -16.074 -3.141 15.901 -0.41 0.28 -0.37
H -12.439 -5.764 8.981 -0.05 -0.04 -0.47
H -19.583 -7.344 9.919 -0.34 0.33 0.44
H -15.751 -0.120 12.006 0.24 0.37 0.31
H -15.160 -8.662 11.072 0.53 -0.47 -0.84
H -16.790 -5.601 13.821 -0.04 -0.04 -0.34
H -20.375 -4.183 10.599 -0.25 -0.12 0.21
H -19.215 -1.443 4.999 0.49 -0.08 -0.84
H -18.098 -7.617 5.034 -0.31 0.00 0.65
H -17.564 -6.704 15.861 0.98 0.58 0.19
H -12.106 -4.239 8.002 -0.06 -0.48 -0.29
H -12.912 -4.013 13.990 0.03 -0.23 -0.24
H -21.914 -4.566 11.365 0.23 0.29 -0.29
H -21.427 -5.588 15.529 -0.82 0.25 0.97
H -19.263 -5.638 9.763 0.49 -0.19 0.06
H -14.032 0.010 12.556 0.02 -0.02 -0.50
H -14.664 -8.532 9.341 -0.03 -0.65 0.53
H -21.313 -1.972 15.805 0.06 -0.08 -0.71
H -14.725 0.828 7.362 0.24 0.18 0.85
H -17.270 -6.202 4.962 0.02 0.33 0.75
H -19.892 -1.444 6.821 0.11 -0.27 0.73
```
Forces are in eV/Å.

Results
E_tot in eV: -67623.9470
LUMO energy in Ha: -0.10481
Largest force on an atom in hartree/bohr: 0.2618
Net charge: +1
Gap between HOMO and LUMO in eV: 7.20

---

What is the formula in the second record? C28H28Br2N

---

Among the records above, which one has the lowest LUMO energy? C28H28Br2N

---

Which formula does entry 1 have? C4H12OS2